ORCA calculation (the ωB97M-V functional and the def2-TZVPD basis) on C23H100BBr2NO37P as an isolated structure.

Computed properties:
- highest occupied orbital energy (eV) = -5.0394
- total charge = -1
- frontier orbital gap (eV) = 6.43

Structure (XYZ):
```
165
Properties=species:S:1:pos:R:3:forces:R:3:lowdin_charge:R:1
C 4.0163 3.9092 3.6580 1.0 0.1 -1.2 -0.0826
C 4.6742 3.3777 2.3438 -0.5 -0.3 -0.5 -0.2088
C 3.6199 3.1041 1.2363 0.4 1.3 0.3 -0.2720
O 2.5101 2.3518 1.7006 0.8 -0.4 -0.4 -0.1798
C 2.8206 0.9912 1.9647 -0.6 -0.1 0.4 -0.0948
C 2.4505 -0.0276 0.8489 0.2 -0.3 1.0 -0.2806
C 3.7287 -0.5951 0.1793 0.3 0.1 -1.3 -0.1031
O 4.7896 0.3718 0.0368 -0.1 -0.1 0.0 -0.1996
C 5.4165 0.3324 -1.2284 0.1 0.8 0.1 -0.1085
O 1.9647 -1.1506 1.5889 0.4 0.1 0.1 -0.0321
B 1.2363 -2.0355 0.6583 -0.2 -0.1 0.7 -0.8991
C 1.9520 -3.3953 0.1252 0.7 1.0 -0.2 -0.0319
P -0.3260 -2.7493 1.6925 0.0 -0.1 -1.6 0.6777
N -1.5970 -2.9856 0.7804 0.0 0.0 0.7 -0.1856
O -0.6858 -1.7699 2.9943 0.0 -1.0 0.1 -0.2087
O 0.0797 -4.2557 2.2837 -0.5 1.2 1.2 -0.2004
O 0.7733 -1.0713 -0.3454 0.2 -0.1 -1.0 -0.0365
C 1.2083 0.2958 -0.1045 -0.2 -2.2 0.1 -0.2914
C -0.0247 0.9327 0.6186 0.5 -0.4 0.2 -0.0490
O -0.8079 1.7753 -0.2315 0.6 0.3 0.7 -0.0768
C -1.2693 2.9080 0.3910 -1.3 0.8 0.1 -0.2079
C -0.4581 3.8096 1.0829 0.7 -0.2 0.0 0.0253
C -0.9335 4.9779 1.6789 -0.2 0.2 -0.1 -0.2473
C 0.0382 5.8860 2.4266 0.1 -0.9 0.0 -0.0357
C -2.2963 5.2782 1.5618 0.5 -0.5 0.1 -0.0548
C -3.1161 4.3736 0.8869 -0.1 0.5 -0.1 -0.0411
C -2.6443 3.1987 0.2907 0.0 0.1 -0.3 -0.1232
C -3.6670 2.3308 -0.4339 -0.4 -0.1 0.0 -0.3312
C -4.1966 1.1835 0.5097 0.0 0.9 -0.2 -0.0272
C -3.2232 1.8140 -1.8162 -0.2 -0.8 0.3 -0.0816
C 1.5201 0.7272 -1.5491 -0.5 0.4 -0.4 -0.5343
Br 1.9080 2.6681 -1.6875 0.5 -0.4 0.7 0.7315
C 0.3986 0.2292 -2.5627 0.4 0.8 0.3 -0.6528
C 0.9092 -0.9124 -3.4474 -0.7 0.4 0.2 -0.1363
Br -0.1062 1.7396 -3.7627 -0.6 -0.8 -0.5 0.6115
H 2.9329 3.9881 3.4996 0.2 -0.2 0.4 0.0681
H 4.2919 3.2173 4.4636 -0.4 0.4 0.1 0.0542
H 4.4275 4.9137 3.8699 -0.5 -0.9 0.0 0.0461
H 5.3659 4.1256 1.9219 -0.1 -0.3 0.1 0.1032
H 5.2642 2.4594 2.5006 -0.1 0.3 0.1 0.0893
H 3.2158 4.0986 0.9655 -0.1 -0.4 0.0 0.1143
H 4.0759 2.7121 0.3159 -0.2 -0.3 0.4 0.0784
H 2.2153 0.7008 2.8404 0.0 0.1 -0.4 0.1444
H 3.8674 0.8428 2.2796 -0.2 0.2 -0.3 0.1280
H 4.1157 -1.4241 0.7959 -0.3 0.4 0.1 0.1475
H 3.5466 -1.0446 -0.8284 -0.2 0.4 0.9 0.1011
H 4.7369 0.7059 -2.0159 0.1 -0.5 0.1 0.0907
H 5.8307 -0.6621 -1.4477 -0.2 0.3 -0.2 0.0711
H 6.2430 1.0629 -1.1838 -0.2 -0.3 0.0 0.0798
H 2.7661 -3.1108 -0.5642 -0.5 -0.3 0.2 0.0248
H 2.4426 -3.8859 0.9847 -0.4 -0.2 -0.3 0.0602
H 1.2554 -4.0690 -0.3906 0.3 0.0 0.3 0.0527
H -1.3693 -2.6889 -0.1649 -0.2 0.0 0.1 -0.0260
H -1.4822 -1.2710 2.7567 0.0 -0.3 0.1 0.0594
H 0.1958 -4.2395 3.2486 0.2 -0.1 -0.1 0.0374
H -0.6701 0.0821 0.8910 0.3 0.2 -0.2 0.1307
H 0.2787 1.4015 1.5631 -0.1 0.3 -0.5 0.1318
H 0.6138 3.6074 1.1609 -0.3 -0.1 -0.1 0.0957
H -0.2673 5.9844 3.4796 0.0 0.3 -0.5 0.0502
H 1.0117 5.3668 2.4379 -0.2 0.4 0.0 0.0606
H 0.1744 6.8614 1.9404 -0.2 -0.2 0.2 0.0804
H -2.6943 6.1985 1.9903 0.1 -0.3 0.0 0.1023
H -4.1842 4.5990 0.7833 0.4 -0.2 0.1 0.0768
H -4.5433 2.9790 -0.6100 0.4 0.0 0.1 0.0951
H -4.1093 0.1925 0.0484 0.1 0.2 0.3 0.0758
H -3.6492 1.2717 1.4575 -0.1 -0.5 -0.2 0.0760
H -5.2515 1.3873 0.7554 0.3 -0.3 -0.1 0.0677
H -2.6898 0.8606 -1.6606 0.0 0.4 -0.3 0.0700
H -4.0963 1.5641 -2.4471 0.6 0.3 0.6 0.0373
H -2.5642 2.5037 -2.3546 -0.2 -0.1 0.2 0.0482
H 2.4438 0.2570 -1.9064 -0.2 0.2 0.4 0.0705
H -0.5310 -0.0032 -2.0384 0.4 0.1 -0.1 0.0769
H 1.7179 -0.5103 -4.0686 0.0 -0.5 0.2 0.0539
H 0.0873 -1.2358 -4.1038 0.3 0.1 0.1 0.0718
H 1.2017 -1.7665 -2.8232 0.2 0.3 -0.1 0.0894
O 4.5697 6.0204 5.5909 0.1 1.0 0.5 -0.0741
H 5.5119 6.1564 5.7407 0.0 0.0 0.0 0.0566
H 4.2529 5.6417 6.4265 0.1 -0.3 -0.2 0.0258
O 4.5755 9.1588 5.7662 0.0 0.0 -0.1 -0.0747
H 4.3263 9.4903 4.8982 0.0 0.0 0.0 0.0299
H 4.3861 8.2114 5.7190 0.0 -0.2 0.0 -0.0068
O 8.0583 -1.0692 0.0558 -0.1 0.0 0.1 -0.0590
H 7.2048 -0.7412 0.3701 0.0 0.0 0.0 0.0166
H 8.4258 -1.5328 0.8152 0.0 0.0 0.0 0.0379
O -6.3479 4.5809 0.8933 -0.3 0.1 -0.1 -0.0514
H -6.7817 4.5624 1.7529 0.1 -0.1 0.0 0.0476
H -6.6212 5.4215 0.5078 0.1 0.0 0.0 0.0460
O 4.4432 3.9643 7.5172 0.0 0.0 0.2 -0.0604
H 5.1250 3.4116 7.1098 -0.1 -0.1 -0.1 0.0082
H 3.6466 3.4267 7.4614 0.0 0.0 0.0 0.0542
O -4.9205 0.6670 -4.1893 -0.2 -0.2 -0.5 -0.0611
H -4.2438 1.0828 -4.7430 -0.1 0.0 -0.1 0.0505
H -4.7660 -0.2779 -4.3037 0.1 0.0 0.2 0.0753
O 4.3068 -2.7745 -1.9750 0.6 -0.1 -0.5 -0.0585
H 4.2691 -3.6397 -2.4004 -0.2 0.0 0.1 0.0577
H 5.2060 -2.7294 -1.6305 0.0 0.0 0.0 0.0399
O 2.1054 -6.5411 -1.2819 0.2 -0.3 -0.2 -0.0623
H 1.4705 -6.3725 -1.9872 -0.3 0.1 0.1 -0.0080
H 1.6409 -7.1339 -0.6826 -0.1 0.1 0.0 0.0403
O 5.9811 1.7307 6.2641 0.2 -0.1 0.1 -0.0429
H 6.9363 1.7102 6.3848 0.0 0.0 0.0 0.0507
H 5.7553 0.8331 5.9957 -0.2 0.1 0.0 0.0558
O -0.4157 -6.7216 -3.1700 0.1 -0.1 -0.1 -0.0494
H -1.0876 -6.1401 -3.5544 0.2 0.2 0.0 0.0218
H -0.4230 -7.4972 -3.7409 0.0 0.0 0.1 0.0436
O -1.6649 -4.9466 -5.2809 -0.2 -0.1 0.4 -0.0572
H -2.1374 -5.4956 -5.9166 0.2 0.1 -0.2 0.0178
H -1.6741 -4.0712 -5.6776 0.1 0.0 0.1 0.0410
O -1.4982 -5.9212 -7.9373 0.0 -0.2 -0.3 -0.0508
H -0.8116 -5.4816 -8.4485 0.0 0.1 0.1 0.0497
H -1.3238 -6.8624 -8.0665 0.0 -0.1 0.0 0.0185
O -6.1108 3.2153 -3.1114 -0.2 -0.1 -0.1 -0.0603
H -6.2508 3.1321 -2.1614 0.1 0.0 0.0 0.0285
H -5.8492 2.3269 -3.3896 0.1 0.0 0.1 -0.0140
O -4.1217 7.6203 0.5273 -0.2 0.1 0.4 -0.0788
H -3.4514 8.0229 -0.0335 -0.1 -0.1 -0.2 0.0161
H -3.9708 6.6748 0.4207 0.1 0.0 -0.1 -0.0130
O -7.8511 0.1514 -4.7562 0.0 -0.1 0.1 -0.0577
H -6.8998 0.2436 -4.6003 0.1 0.2 -0.1 0.0002
H -8.1869 1.0511 -4.6839 0.0 0.0 0.1 0.0453
O -7.8253 -1.8859 -2.3539 -0.1 -0.1 -0.1 -0.0677
H -8.6011 -2.4278 -2.5398 0.0 0.0 0.0 0.0134
H -7.8481 -1.1974 -3.0304 -0.1 0.1 -0.1 -0.0081
O 0.7085 -3.2679 5.4405 -0.3 0.1 -0.1 -0.0707
H 0.1398 -2.6968 4.9008 0.0 0.0 0.0 0.0090
H 1.3943 -2.6678 5.7529 0.1 -0.1 -0.2 0.0297
O -3.5083 0.9827 -7.0203 0.0 0.0 -0.1 -0.0454
H -3.0370 0.3446 -7.5653 0.1 0.0 0.1 0.0411
H -3.9013 1.5920 -7.6537 0.0 0.0 0.1 0.0423
O 2.7058 -1.6370 -6.3424 0.1 0.1 -0.1 -0.0624
H 3.6424 -1.5014 -6.1660 0.0 -0.1 0.0 0.0347
H 2.3290 -0.7511 -6.3037 -0.1 -0.1 0.0 0.0259
O 3.5381 -2.7480 4.1654 0.1 0.0 -0.2 -0.0670
H 3.2348 -2.4513 3.2933 -0.2 0.2 0.1 0.0191
H 3.3417 -3.6906 4.1717 -0.1 0.0 0.0 0.0335
O -3.6194 7.8829 -2.1954 0.1 0.1 -0.5 -0.0496
H -4.2905 8.4598 -2.5734 0.0 0.0 0.1 0.0441
H -3.6627 7.0834 -2.7317 0.1 0.0 0.1 0.0497
O -3.1335 -4.8911 2.5663 0.1 -0.1 0.1 -0.0879
H -2.4462 -4.4683 2.0167 -0.2 0.4 -0.4 -0.0170
H -2.9652 -5.8335 2.4680 0.0 0.0 0.0 0.0220
O 8.3610 3.1737 -0.4357 0.0 -0.1 -0.1 -0.0598
H 8.1054 3.4912 -1.3078 0.0 0.0 0.1 0.0330
H 8.2132 2.2221 -0.4789 0.0 0.0 0.1 0.0147
O -9.0383 -4.9036 -2.1858 0.1 0.0 0.1 -0.0602
H -8.0884 -4.7838 -2.0671 0.0 0.1 0.0 0.0403
H -9.3420 -5.2308 -1.3331 0.0 0.0 0.0 0.0365
O -0.9115 6.3670 5.6267 -0.1 0.0 0.3 -0.0516
H -1.7217 6.7711 5.9544 0.0 0.0 -0.1 0.0380
H -0.5519 5.9034 6.3900 0.0 0.0 -0.1 0.0381
O -3.1619 -6.9635 4.5238 0.1 -0.2 0.2 -0.0655
H -2.2198 -6.8527 4.6962 0.0 0.1 0.0 0.0441
H -3.5100 -6.0634 4.5607 0.1 0.0 -0.2 0.0350
O -5.0031 -2.7663 3.9022 0.0 -0.1 0.2 -0.0725
H -4.3334 -3.3499 3.5191 0.1 0.0 -0.2 -0.0073
H -5.8087 -3.2904 3.8780 0.0 0.0 -0.1 0.0231
O 2.4331 -6.9408 -4.8548 -0.1 -0.1 0.0 -0.0681
H 1.6030 -6.5604 -4.5399 0.0 0.1 0.0 0.0067
H 2.7736 -7.4198 -4.0908 0.0 0.1 0.0 0.0281
O -0.6375 -9.1998 -8.2423 0.1 0.0 0.0 -0.0502
H 0.3163 -9.2242 -8.1063 0.0 0.1 0.1 0.0442
H -0.8641 -10.1006 -8.4940 -0.1 0.1 0.0 0.0390
O -1.3349 -8.8901 2.8306 -0.1 0.0 0.1 -0.0604
H -2.1573 -8.4898 3.1415 0.0 0.0 -0.1 0.0037
H -0.9840 -9.3380 3.6065 0.0 0.0 -0.1 0.0301
```
Forces are in eV/Å.

=====

ORCA calculation (the ωB97M-V functional and the def2-TZVPD basis) on C23H12Br2F3IN4O4SW as an isolated structure.

Computed properties:
- energy above the lowest of the compared OMol25 structures with the same formula, charge and spin (kJ/mol) = 71.98
- highest occupied orbital energy (alpha / beta) (eV) = -7.0928 / -7.0921
- frontier orbital gap (alpha / beta) (eV) = 5.39 / 5.39

Structure (XYZ):
```
51
Properties=species:S:1:pos:R:3:forces:R:3:lowdin_charge:R:1
W -1.2178 -0.0861 0.4513 0.4 1.8 -0.4 1.2211
O -0.6628 -1.7161 4.1405 0.0 -0.2 0.0 0.1190
C -0.9329 -1.5646 2.9780 0.0 0.5 0.0 -0.5332
O -0.8984 -0.4083 2.3275 -0.1 -0.5 1.9 -0.3192
C -1.3091 -2.6272 2.0212 -0.1 0.2 -0.7 -0.1631
C -1.4900 -3.9730 2.2827 0.0 0.0 0.1 0.0300
C -1.8284 -4.8234 1.2453 -0.1 0.1 -0.2 -0.0266
C -1.9828 -4.2920 -0.0359 0.0 -0.2 0.1 0.0303
C -1.7924 -2.9469 -0.2302 0.1 0.5 0.2 -0.1650
N -1.4499 -2.1085 0.7766 -0.4 -1.6 0.5 -0.0495
C -1.9569 -2.1883 -1.5108 0.0 0.0 0.2 -0.5521
O -2.0058 -2.6938 -2.6044 -0.1 -0.1 0.0 0.1150
O -2.0108 -0.9008 -1.2605 0.2 -0.1 -0.3 -0.2787
H -1.3696 -4.3209 3.2990 0.0 0.0 0.0 0.1306
H -1.9933 -5.8768 1.4186 0.0 0.0 0.0 0.1123
H -2.2560 -4.9064 -0.8820 0.0 0.0 0.0 0.1297
F -0.0252 4.5624 3.4727 0.0 0.0 -0.1 0.1400
C 0.8863 4.5331 2.4908 0.1 0.1 0.0 -0.6027
F 1.8937 5.3491 2.8673 -0.1 0.0 0.0 0.1236
F 0.3255 5.0960 1.4011 0.0 0.0 0.1 0.1227
C 1.3985 3.1493 2.2008 -0.1 -0.1 -0.1 -0.1153
C 2.7179 2.8299 2.4266 -0.1 -0.1 -0.1 0.0061
C 3.1661 1.5485 2.1195 0.1 0.0 0.0 -0.0486
C 2.2801 0.6743 1.5308 -0.1 -0.1 -0.1 -0.1157
N 1.0035 0.9690 1.2800 0.1 0.5 0.2 -0.0288
C 0.5276 2.1693 1.6711 0.2 0.0 0.1 -0.6408
S -1.1641 2.3352 1.5241 -0.3 -0.6 -0.2 0.6905
H 3.3934 3.5680 2.8350 0.0 0.0 0.0 0.1248
H 4.1855 1.2520 2.3148 0.0 0.0 0.0 0.1042
H 2.6097 -0.3176 1.2418 0.0 0.0 0.0 0.1007
Br 3.8977 -2.2513 -3.4485 -0.1 0.1 0.0 0.8117
C 2.5081 -1.6316 -2.3400 0.2 -0.5 0.5 -0.6536
C 2.3026 -2.2305 -1.0941 0.3 0.1 -0.7 -0.0703
C 1.2860 -1.7474 -0.3149 -0.4 0.2 0.5 -0.1075
N 0.4804 -0.7334 -0.6711 0.8 -0.1 -1.8 -0.0398
C 0.6757 -0.1610 -1.8927 0.7 -1.1 0.7 -0.1574
C 1.6973 -0.6002 -2.7379 -0.4 0.5 0.0 -0.0259
C -0.2229 0.9200 -2.2344 -1.0 1.1 -0.1 -0.1801
C -0.2933 1.4608 -3.5198 0.3 -0.4 0.3 -0.0377
C -1.1830 2.4749 -3.7720 -0.4 0.4 0.2 -0.6582
Br -1.3142 3.2162 -5.4971 0.0 -0.1 0.1 0.8023
C -2.0025 2.9444 -2.7483 0.4 -0.1 -0.6 -0.0594
C -1.8894 2.3510 -1.5148 0.0 0.0 0.5 -0.1383
N -1.0289 1.3642 -1.2327 0.1 -0.2 -1.0 -0.0627
H 2.9130 -3.0601 -0.7727 0.0 0.0 0.1 0.1147
H 1.0889 -2.1867 0.6558 0.0 0.0 0.0 0.1312
H 1.8503 -0.1161 -3.6897 0.0 -0.1 0.0 0.1101
H 0.3070 1.0574 -4.3205 0.0 0.1 0.0 0.1067
H -2.7210 3.7297 -2.9242 0.0 0.0 0.1 0.1152
H -2.5183 2.6830 -0.7005 0.0 -0.1 0.0 0.0565
I -3.8750 0.2313 0.9768 -0.4 0.1 0.0 0.2812
```
Forces are in eV/Å.